1.
The following is a quantum chemistry calculation of 6 unconnected molecules or ions with the total composition C9H30N2O5 at a distorted geometry, from the OMol25 dataset.

Charge: 0
Calculated total energy: -23035.084 eV
Max |F|: 1.89 eV/Å
Spin multiplicity: 1

Positions of all 46 atoms, in Å:
N (21.711, -15.632, -3.418)
H (21.397, -14.650, -3.384)
H (21.619, -16.053, -2.483)
H (22.692, -15.742, -3.726)
H (21.161, -16.205, -4.116)
C (21.208, -18.995, -4.195)
C (20.274, -18.316, -5.181)
C (19.085, -17.819, -4.336)
C (18.158, -16.901, -5.118)
C (18.893, -15.718, -5.720)
C (20.188, -16.072, -6.478)
N (20.897, -17.119, -5.726)
O (22.159, -17.357, -6.274)
C (21.134, -14.873, -6.479)
C (19.822, -16.452, -7.911)
C (19.786, -19.349, -6.226)
H (21.467, -18.399, -3.319)
H (22.133, -19.273, -4.706)
H (20.792, -19.952, -3.860)
H (19.438, -17.268, -3.459)
H (18.465, -18.663, -4.017)
H (17.272, -16.648, -4.531)
H (17.752, -17.529, -5.925)
H (19.142, -14.985, -4.936)
H (18.176, -15.214, -6.380)
H (20.598, -13.916, -6.473)
H (21.737, -14.876, -7.389)
H (21.854, -14.929, -5.671)
H (19.021, -17.183, -8.010)
H (20.710, -16.748, -8.469)
H (19.435, -15.548, -8.404)
H (18.896, -19.857, -5.843)
H (20.587, -20.027, -6.504)
H (19.419, -18.813, -7.097)
O (24.155, -16.404, -4.497)
H (24.734, -15.635, -4.540)
H (23.984, -16.671, -5.416)
O (23.980, -14.968, -1.653)
H (23.809, -14.025, -1.552)
H (24.387, -15.226, -0.821)
O (20.750, -13.021, -2.969)
H (19.818, -12.958, -3.208)
H (21.151, -12.225, -3.336)
O (21.845, -17.169, -0.990)
H (22.020, -16.695, -0.171)
H (21.926, -18.102, -0.767)

Here are the natural (NBO) charges for atoms 1 to 6, given in e: N -0.994; H 0.432; H 0.441; H 0.466; H 0.452; C -0.609


2.
The following is a quantum chemistry calculation of 6 unconnected molecules or ions with the total composition C9H30O6 at a distorted geometry, from the OMol25 dataset.

Charge: 0
Calculated total energy: -22104.905 eV
Max |F|: 1.47 eV/Å
Spin multiplicity: 1

Positions of all 45 atoms, in Å:
C (2.937, 0.427, -3.395)
C (2.569, -0.368, -2.167)
C (3.690, -1.368, -1.876)
O (2.454, 0.550, -1.068)
H (2.312, 1.281, -3.657)
H (3.049, -0.225, -4.261)
H (3.916, 0.888, -3.214)
H (1.603, -0.871, -2.281)
H (3.847, -1.994, -2.761)
H (3.454, -2.085, -1.081)
H (4.642, -0.940, -1.563)
H (2.147, 0.072, -0.283)
C (-4.870, 0.657, -1.136)
C (-3.747, 1.332, -0.359)
C (-3.657, 2.844, -0.517)
O (-3.742, 0.835, 0.992)
H (-4.546, -0.369, -1.334)
H (-5.031, 1.095, -2.123)
H (-5.824, 0.574, -0.611)
H (-2.847, 0.949, -0.849)
H (-2.774, 3.265, -0.040)
H (-4.522, 3.416, -0.161)
H (-3.648, 3.034, -1.591)
H (-4.420, 1.354, 1.445)
C (2.931, -0.038, 2.358)
C (2.323, -1.387, 1.967)
C (1.844, -2.253, 3.133)
O (1.195, -1.111, 1.101)
H (3.755, -0.213, 3.048)
H (2.160, 0.467, 2.947)
H (3.232, 0.524, 1.481)
H (3.060, -1.960, 1.389)
H (1.432, -3.169, 2.714)
H (1.124, -1.686, 3.723)
H (2.691, -2.482, 3.783)
H (0.647, -1.901, 1.084)
O (-0.291, 1.226, -1.637)
H (-0.740, 1.233, -0.778)
H (0.645, 1.077, -1.401)
O (-0.663, 1.164, 1.257)
H (-1.494, 0.717, 1.473)
H (0.023, 0.517, 1.475)
O (-3.292, -1.904, 1.545)
H (-3.519, -1.036, 1.148)
H (-4.055, -2.137, 2.082)

Here are the natural (NBO) charges for atoms 1 to 6, given in e: C -0.625; C 0.084; C -0.632; O -0.757; H 0.229; H 0.210


3.
The following is a quantum chemistry calculation of 6 unconnected molecules or ions with the total composition C9H31N11O6 at a distorted geometry, from the OMol25 dataset.

Charge: 0
Calculated total energy: -38515.303 eV
Max |F|: 7.32 eV/Å
Spin multiplicity: 1

Positions of all 57 atoms, in Å:
C (1.515, -2.768, -1.844)
O (2.735, -2.987, -1.086)
C (2.687, -2.270, 0.126)
C (3.993, -2.464, 0.905)
C (4.175, -1.436, 2.010)
N (5.134, -2.524, 0.034)
H (1.437, -1.688, -2.076)
H (0.555, -3.097, -1.312)
H (1.676, -3.295, -2.757)
H (2.454, -1.209, -0.089)
H (1.882, -2.688, 0.754)
H (3.952, -3.430, 1.399)
H (3.363, -1.580, 2.748)
H (3.981, -0.427, 1.583)
H (5.179, -1.389, 2.469)
H (5.333, -1.631, -0.411)
H (4.994, -3.181, -0.728)
N (-3.874, -1.080, -2.728)
C (-4.270, 0.084, -3.175)
N (-4.256, 1.054, -2.204)
O (-4.679, 0.256, -4.334)
H (-4.276, -1.861, -3.219)
H (-3.484, -1.186, -1.806)
H (-3.971, 0.812, -1.254)
H (-4.710, 1.910, -2.427)
N (-3.135, -2.534, 1.925)
C (-2.375, -1.629, 2.599)
N (-1.305, -2.249, 3.093)
O (-2.600, -0.440, 2.634)
H (-3.805, -2.086, 1.312)
H (-2.586, -2.965, 1.213)
H (-1.419, -3.234, 3.069)
H (-0.778, -1.767, 3.769)
N (-1.254, 0.812, -1.144)
C (-1.232, -0.356, -0.514)
N (-0.196, -0.513, 0.433)
O (-2.116, -1.181, -0.562)
H (-2.039, 1.072, -1.724)
H (-0.551, 1.519, -0.951)
H (-0.232, -1.308, 1.030)
H (-0.052, 0.304, 0.993)
N (2.131, 2.157, 2.069)
C (1.735, 2.730, 0.956)
N (2.751, 3.494, 0.371)
O (0.659, 2.607, 0.470)
H (3.059, 2.386, 2.359)
H (1.551, 1.827, 2.766)
H (2.598, 3.677, -0.590)
H (3.662, 3.393, 0.789)
N (-1.953, 4.267, 0.172)
C (-2.230, 3.979, -1.072)
N (-1.189, 3.954, -1.765)
O (-3.370, 3.748, -1.460)
H (-0.979, 4.116, 0.380)
H (-2.655, 3.909, 0.819)
H (-1.233, 4.104, -2.746)
H (-0.383, 4.280, -1.272)

Here are the natural (NBO) charges for atoms 1 to 6, given in e: C -0.251; O -0.556; C -0.070; C -0.076; C -0.609; N -0.831


4.
The following is a quantum chemistry calculation of 6 unconnected molecules or ions with the total composition C9H31N7O6 at a distorted geometry, from the OMol25 dataset.

Charge: 0
Calculated total energy: -32550.510 eV
Max |F|: 6.48 eV/Å
Spin multiplicity: 1

Positions of all 53 atoms, in Å:
C (0.243, 3.882, 1.161)
O (-0.065, 2.558, 1.632)
C (-1.027, 2.611, 2.754)
C (-2.509, 2.953, 2.278)
C (-3.542, 3.013, 3.420)
N (-2.884, 1.859, 1.362)
H (0.644, 4.438, 2.008)
H (-0.604, 4.436, 0.756)
H (1.001, 4.043, 0.393)
H (-0.979, 1.659, 3.283)
H (-0.782, 3.232, 3.615)
H (-2.608, 3.954, 1.859)
H (-4.518, 2.853, 2.961)
H (-3.638, 3.997, 3.880)
H (-3.633, 2.188, 4.127)
H (-2.193, 1.689, 0.645)
H (-2.630, 0.974, 1.776)
N (0.631, 0.649, -0.106)
C (1.086, -0.577, 0.155)
N (1.394, -0.702, 1.373)
O (1.337, -1.398, -0.688)
H (0.455, 1.271, 0.670)
H (0.635, 0.933, -1.076)
H (1.546, 0.089, 1.983)
H (1.565, -1.643, 1.698)
N (-0.136, -2.368, -2.811)
C (-0.476, -3.591, -2.961)
N (-1.378, -3.637, -3.877)
O (-0.007, -4.591, -2.443)
H (-0.337, -1.744, -3.579)
H (0.397, -2.050, -2.015)
H (-1.626, -2.805, -4.392)
H (-1.683, -4.575, -4.097)
N (1.888, -5.766, 1.255)
C (1.628, -4.494, 1.239)
N (1.707, -4.098, -0.026)
O (1.431, -3.735, 2.179)
H (2.225, -6.119, 0.371)
H (2.272, -6.259, 2.048)
H (1.744, -4.685, -0.846)
H (1.363, -3.186, -0.294)
C (3.840, 1.376, -0.890)
O (4.112, 0.240, -1.625)
H (4.764, 1.952, -0.944)
H (3.036, 1.980, -1.309)
H (3.548, 1.074, 0.116)
H (4.597, -0.329, -1.023)
C (-2.080, 1.753, -2.725)
O (-1.020, 0.817, -2.701)
H (-2.560, 1.661, -1.750)
H (-1.859, 2.820, -2.757)
H (-2.826, 1.418, -3.446)
H (-1.489, -0.016, -2.617)

Here are the natural (NBO) charges for atoms 1 to 6, given in e: C -0.268; O -0.577; C -0.090; C -0.078; C -0.641; N -0.834


Record order is preserved below.
Frontier orbital gap: 0.1780, 0.3915, 0.3228, 0.3449 hartree
Record order is preserved below.
LUMO energy: -0.00776, 0.02057, -0.00724, 0.01706 hartree
Record order is preserved below.
Energy above the lowest of the compared OMol25 structures with the same formula, charge and spin: 8.82, 0.85, 24.67, 43.35 kcal/mol